Molecular formula: C12H20Cl12N2O2
Method: DFT, ωB97M-V/def2-TZVPD

The total charge is 0. The LUMO energy comes out at -0.19 eV. For the HOMO-LUMO gap, the calculation gives 9.7 eV. The value obtained for the energy relative to the best compared isomer or geometry (same formula, charge and spin) is 0.275 eV. Its SMILES is C[N+](=O)[O-].c1ccncc1.ClCCl.ClCCl.ClCCl.ClCCl.ClCCl.ClCCl.

Each atom is followed by the atoms it is bonded to, with distances in Å.
Cartesian coordinates (Å):
1 Cl -3.851 -2.927 -4.043  C21 1.766
2 Cl 0.903 2.416 -1.082  C20 1.759
3 Cl -5.413 0.035 1.750  C26 1.765
4 Cl -0.161 -0.349 3.742  C24 1.757
5 Cl -1.423 4.149 -1.352  C20 1.765
6 Cl -6.433 -2.134 -2.918  C21 1.759
7 Cl -6.414 -2.674 1.246  C26 1.768
8 Cl -3.684 3.434 1.396  C19 1.758
9 Cl 1.639 -2.442 2.754  C24 1.782
10 Cl -1.563 2.940 3.336  C19 1.763
11 Cl 2.208 2.003 4.274  C28 1.769
12 Cl 2.759 0.986 1.595  C28 1.764
13 O -2.569 -0.538 0.536  N15 1.212
14 O -2.016 -1.138 -1.444  N15 1.206
15 N -1.765 -0.922 -0.284  O13 1.212, O14 1.206, C23 1.462
16 N 5.950 -1.124 -2.871  C18 1.322, C22 1.333
17 C 4.461 -0.801 -1.030  C18 1.381, C25 1.398, H47 1.078
18 C 5.669 -1.182 -1.580  N16 1.322, C17 1.381, H36 1.088
19 C -2.494 2.283 1.990  Cl8 1.758, Cl10 1.763, H32 1.080, H44 1.080
20 C 0.233 3.834 -1.879  Cl2 1.759, Cl5 1.765, H29 1.080, H46 1.080
21 C -4.685 -2.105 -2.721  Cl1 1.766, Cl6 1.759, H37 1.079, H38 1.079
22 C 5.007 -0.664 -3.693  N16 1.333, C27 1.385, H45 1.086
23 C -0.387 -1.118 0.163  N15 1.462, H33 1.089, H40 1.076, H41 1.087
24 C 0.896 -1.682 4.184  Cl4 1.757, Cl9 1.782, H39 1.080, H48 1.080
25 C 3.484 -0.319 -1.908  C17 1.398, C27 1.386, H34 1.086
26 C -5.576 -1.271 0.574  Cl3 1.765, Cl7 1.768, H30 1.082, H43 1.081
27 C 3.771 -0.214 -3.260  C22 1.385, C25 1.386, H31 1.083
28 C 3.407 1.864 2.981  Cl11 1.769, Cl12 1.764, H35 1.078, H42 1.078
29 H 0.835 4.699 -1.647  C20 1.080
30 H -4.579 -1.563 0.271  C26 1.082
31 H 3.070 0.233 -3.953  C27 1.083
32 H -3.039 1.423 2.349  C19 1.080
33 H 0.034 -1.980 -0.353  C23 1.089
34 H 2.518 -0.017 -1.512  C25 1.086
35 H 4.248 1.316 3.374  C28 1.078
36 H 6.452 -1.576 -0.936  C18 1.088
37 H -4.363 -1.076 -2.715  C21 1.079
38 H -4.419 -2.599 -1.799  C21 1.079
39 H 0.302 -2.457 4.645  C24 1.080
40 H -0.343 -1.290 1.224  C23 1.076
41 H 0.184 -0.251 -0.158  C23 1.087
42 H 3.653 2.863 2.659  C28 1.078
43 H -6.137 -0.909 -0.277  C26 1.081
44 H -1.813 2.011 1.197  C19 1.080
45 H 5.258 -0.669 -4.749  C22 1.086
46 H 0.219 3.646 -2.943  C20 1.080
47 H 4.284 -0.813 0.033  C17 1.078
48 H 1.683 -1.331 4.835  C24 1.080